{"formula": "C33H87NO27S9", "method": "wB97M-V/def2-TZVPD", "total_charge": 0, "de_lowest_ev": 0.0000, "multiplicity": 1, "orbital_gap_ev": 8.180, "mol_weight_da": 1218.6, "smiles": "CCOS(C)(=O)=O.CCOS(C)(=O)=O.CCOS(C)(=O)=O.CCOS(C)(=O)=O.CCOS(C)(=O)=O.CCOS(C)(=O)=O.CCOS(C)(=O)=O.CCOS(C)(=O)=O.CCOS(C)(=O)=O.CCN(CC)CC", "fmax_ha_per_bohr": 0.0632, "elements": ["H", "O", "C", "H", "O", "H", "H", "H", "H", "H", "O", "H", "O", "O", "H", "O", "O", "H", "S", "H", "O", "H", "C", "C", "C", "C", "H", "H", "H", "H", "O", "O", "H", "H", "C", "C", "H", "H", "C", "H", "C", "H", "H", "H", "H", "O", "C", "H", "C", "H", "H", "H", "O", "O", "H", "H", "H", "O", "C", "H", "H", "H", "H", "H", "C", "H", "O", "H", "H", "C", "S", "C", "H", "C", "H", "H", "H", "H", "H", "O", "H", "C", "S", "H", "O", "C", "O", "H", "H", "C", "S", "H", "C", "C", "S", "H", "H", "H", "O", "H", "O", "H", "H", "H", "O", "H", "C", "H", "C", "H", "C", "H", "H", "O", "C", "C", "H", "H", "C", "H", "H", "O", "H", "O", "H", "H", "H", "C", "S", "H", "O", "H", "C", "H", "O", "H", "S", "H", "C", "C", "H", "H", "H", "S", "H", "C", "H", "C", "H", "H", "S", "H", "H", "N", "H", "H", "O"], "xyz": [[-2.1264, 6.1146, -3.2475], [2.0785, 3.6971, 4.8305], [-0.6326, -0.1329, 0.4359], [-4.5542, -0.3499, -4.4174], [0.2728, 5.2279, -2.3098], [1.7244, 2.0838, -7.7168], [-4.7359, 1.5844, -6.0599], [-0.0950, -1.3999, 3.5321], [-1.7294, -1.1183, -1.1902], [3.1661, -2.0288, 2.1971], [-4.7373, -0.7989, 2.4404], [-0.4205, -0.8821, -3.2270], [1.5351, 3.2131, -2.8094], [4.5608, -3.1517, 4.0013], [-4.6820, -3.4792, 1.9461], [2.2270, 4.7137, -0.9892], [4.9183, -2.6194, -1.5700], [-1.4047, 0.5867, 0.7396], [-5.0714, -1.8845, 3.5445], [-1.8961, -0.1365, 4.2830], [-3.9928, 1.6008, -2.4045], [-5.3310, 1.9515, -4.4193], [-4.6476, 3.6758, -5.5317], [-0.9329, 3.7714, 5.1898], [8.5315, -1.7436, 4.1464], [3.2984, 1.7391, 6.9023], [3.0936, -0.3090, 1.9236], [0.7726, 3.3662, -7.0033], [-4.1840, 4.2928, -4.7681], [-4.0900, -5.5054, -5.1257], [-3.2430, 1.9012, -4.7465], [1.4511, 0.3917, -5.7089], [-1.2646, 4.5594, 7.1321], [6.5509, -1.6070, 3.1857], [3.8909, -3.9510, -3.5199], [-4.5898, 2.2082, -5.1758], [9.0203, -1.8588, 3.1726], [-0.7321, 2.9170, -1.2392], [-1.4443, -4.8228, -1.0234], [-4.2253, -3.9722, -4.2311], [-1.5628, 0.2123, 3.3022], [-0.0730, 1.7105, -5.2745], [-4.4055, 1.3325, 4.3114], [-1.8027, -4.5352, -0.0415], [4.4741, 0.6486, -1.4950], [-2.9803, 3.1254, 2.7752], [-3.5832, -0.5075, -3.9582], [6.3940, -5.0236, 1.7698], [0.0817, 3.3114, -0.6455], [-0.8112, -2.2656, -0.2485], [-0.8207, 7.1675, -3.8177], [-5.6524, 0.5681, -0.4866], [-4.4403, -1.4369, 4.7239], [-1.6775, 1.0676, -3.1273], [2.2652, -1.0044, 3.2859], [-4.1616, 3.8881, -6.4887], [4.2975, 1.3195, 6.8009], [-0.4692, -1.1319, -5.7735], [-5.0172, 0.2671, 0.3496], [-1.6862, 6.2010, -4.9324], [0.8030, -2.4111, 1.6225], [5.7183, -1.0721, -2.6404], [1.2638, -1.2782, -2.9783], [-2.1875, -1.5931, 0.5234], [-4.5966, 2.3331, 4.6704], [-1.9609, 5.5636, 5.9359], [-2.1814, 3.0284, 5.1080], [0.6186, 2.4858, -0.1761], [-0.1348, 3.1608, 5.6051], [1.7269, 2.6264, 2.5545], [-1.9924, -4.7257, -4.4985], [1.3707, 2.4888, -6.7636], [0.7150, 2.7999, 2.9057], [-2.6189, -5.0371, -1.9809], [-0.1550, 4.0314, 0.1272], [-0.5742, 4.0594, 4.1934], [-4.6152, 1.1519, 0.8436], [4.5357, -4.8082, -3.6587], [-6.5494, -0.0974, 1.7705], [-6.4487, -2.1613, 3.5466], [-1.2737, -1.7044, 2.3269], [0.5106, 1.4476, -6.1666], [2.8144, 2.9062, 3.9132], [3.3903, 2.8236, 6.8954], [3.7621, -4.6820, -1.0129], [-0.6411, -0.8869, 2.7395], [4.0701, 3.3112, 3.4074], [0.8481, 0.4695, -3.3291], [0.4918, 4.9829, -4.3955], [2.3994, 1.2118, 5.8298], [-3.3268, 3.4503, 4.1139], [8.6471, -0.6830, 4.3776], [-0.3352, 5.0464, -3.6780], [-1.3839, -1.3385, -0.1776], [5.5306, -4.1428, 3.6886], [4.5316, -4.8569, 1.8097], [-0.6798, -4.1775, -1.4696], [1.5924, -1.3647, 0.3512], [2.8913, 1.4351, 4.4929], [-2.8158, -0.8648, -4.6390], [6.9723, -3.5416, 3.8834], [-4.0769, -4.0326, 3.5934], [-0.0292, 0.3516, -0.3337], [2.8335, 1.4647, 7.8538], [-2.1975, -5.6229, -3.2272], [4.3084, -3.1095, -4.0568], [7.0719, -2.0816, 4.0332], [3.2280, -0.5293, -0.9744], [4.2821, -0.3691, -1.1573], [-3.3552, -5.7252, -1.5379], [-3.6682, -4.5133, -4.9837], [-5.6794, 4.0039, -5.7047], [9.0442, -2.3765, 4.8608], [-1.4283, -3.4723, -4.1398], [-5.7072, -0.6504, 1.3590], [5.5166, -4.4203, 1.9413], [-2.3756, 0.3672, 2.6046], [-4.5969, 2.4017, 5.7518], [4.8011, -1.3712, -2.1347], [-4.1785, -0.2227, -0.1671], [5.5507, -3.4864, 1.3900], [1.8447, -1.9161, -5.3607], [2.3093, 0.1288, 5.8948], [5.5511, -5.3823, 4.3317], [-0.8612, 4.0789, -3.7297], [-0.9921, 1.1230, 3.4714], [2.8689, -4.1305, -3.8558], [1.2281, -1.4269, 1.3811], [0.8152, -0.9694, -5.1741], [-3.1517, -2.8466, 2.7264], [2.5335, -2.6944, -1.6956], [-3.2415, -4.1388, -2.1476], [0.5781, -0.5644, -3.4344], [-0.8764, -5.7635, -0.9723], [-1.3281, -5.5159, -5.4346], [4.8779, -0.4808, -0.2447], [1.2164, 4.0929, -1.7383], [-5.9511, -1.6016, 0.8972], [-1.0650, 4.9694, 6.1344], [2.4862, -1.1704, 2.2215], [1.3898, 1.6179, 5.9345], [6.4763, -1.7728, 4.9039], [1.9398, 3.4453, 1.8600], [3.6607, -3.5474, -1.8179], [-0.1873, 1.0656, -6.9114], [-1.2655, 6.1724, -3.9223], [-5.4626, 2.8494, 4.2741], [-4.1563, -3.2396, 2.8601], [-3.6622, -1.1341, -3.0731], [-0.2176, 5.6486, 6.1313], [-3.0882, 1.1083, -3.3975], [2.2580, 2.6925, -6.1769], [1.8423, 1.6642, 2.0760], [0.1718, -0.4232, 1.6494], [-3.6485, -4.0308, -5.9576], [4.1120, -1.4174, -2.9927], [-3.7786, 4.7579, 4.4494]], "atomic_forces_ev_per_a": [[0.174, 0.074, 0.028], [-0.143, 1.118, 1.170], [-0.378, -0.352, 0.396], [-0.095, -0.355, -0.133], [-0.581, 0.284, -1.278], [0.086, 0.164, 0.004], [-0.244, 0.043, 0.049], [0.569, 0.472, -0.099], [-0.300, 0.129, 0.220], [-0.191, 0.001, -0.076], [-0.491, -0.148, -0.266], [-0.521, 0.332, 0.359], [0.349, -0.710, -0.632], [-0.637, 0.516, 0.416], [0.235, -0.461, -0.211], [1.204, 0.787, 0.888], [0.846, -2.151, 1.154], [0.246, 0.079, -0.207], [1.543, -0.116, -0.499], [-0.494, 0.163, -0.182], [-0.095, 0.046, -0.159], [0.221, -0.002, 0.155], [-0.318, 0.276, -0.692], [0.457, 1.305, -0.099], [0.084, 0.364, -0.921], [0.134, 0.167, 0.289], [-0.388, 0.035, -0.317], [0.182, 0.247, 0.195], [-0.094, 0.013, 0.174], [-0.005, -0.062, 0.099], [0.074, 0.384, 0.313], [-0.676, 0.194, -0.816], [0.443, 0.199, 0.022], [0.485, -0.135, 0.046], [-0.630, -0.140, -0.019], [-0.071, 0.248, -0.717], [-0.034, -0.223, 0.137], [-0.378, 0.092, 0.110], [0.457, -0.867, -1.350], [-0.050, 0.252, 0.004], [0.955, -1.019, 0.282], [0.163, 0.403, -0.202], [-0.172, -0.191, -0.110], [0.185, 0.238, 0.073], [-0.229, 0.034, -0.193], [0.495, 0.099, -0.888], [0.011, 0.620, 0.592], [-0.153, -0.489, -0.478], [0.856, -0.378, 0.127], [0.429, 0.315, -0.039], [0.213, -0.282, 0.280], [-0.340, 0.073, 0.378], [0.657, 0.379, 1.001], [-0.639, 0.552, 0.025], [-0.113, -0.116, -0.232], [0.284, -0.190, 0.204], [0.009, -0.142, 0.217], [-0.556, -0.233, -0.452], [0.480, -0.406, -0.488], [0.217, -0.538, -0.034], [0.379, -0.199, -0.404], [0.513, -0.173, 0.612], [0.128, 0.399, 0.513], [-0.384, 0.078, -0.560], [0.870, 0.846, 0.053], [0.169, -0.055, -0.386], [0.804, -0.366, 0.352], [-0.019, -0.032, -0.065], [-0.524, -0.663, -0.152], [0.003, 0.968, -0.442], [-0.858, 0.990, 0.890], [0.321, 0.102, -0.952], [-0.119, -0.420, 0.107], [-0.678, 0.278, 0.790], [-0.487, 0.098, -0.034], [-0.431, -0.014, 0.085], [-0.135, 0.052, -0.022], [-0.008, -0.227, 0.262], [-0.326, -0.580, -0.022], [-1.806, -0.438, -0.195], [-0.100, 0.033, 0.419], [-0.107, -1.136, 1.225], [-1.295, -1.112, -1.419], [-0.119, 0.025, -0.164], [0.492, -1.739, 1.356], [-1.499, -0.159, -0.114], [0.968, 0.026, 0.163], [-0.200, 0.350, 0.460], [-0.152, 0.186, 0.247], [-0.539, -0.323, 0.039], [-0.792, -0.823, 1.045], [-0.035, -0.112, 0.327], [1.011, -0.903, 0.427], [0.220, -0.204, 0.641], [0.546, 1.358, -1.632], [0.192, -0.532, -0.555], [-0.497, 0.541, 0.317], [-0.663, -0.275, -0.116], [0.484, 0.105, 0.189], [0.007, -0.074, -0.131], [0.392, 0.956, 0.361], [-0.420, -0.286, -0.054], [0.271, -0.110, 0.196], [0.335, -0.088, 0.054], [0.090, -0.384, 0.636], [-0.151, 0.190, -0.049], [-0.791, -0.094, 0.061], [-0.085, 0.085, 0.207], [0.865, 0.514, 0.549], [0.467, -0.206, -0.238], [0.021, -0.369, -0.552], [0.067, -0.148, 0.360], [-0.022, 0.059, 0.249], [-0.043, 0.768, 0.604], [0.885, 1.584, -0.554], [-0.380, 0.478, 0.887], [-0.304, 0.338, 0.262], [-0.121, -0.154, 0.122], [-0.745, 2.179, -2.295], [-0.045, -0.063, 0.443], [0.115, 0.152, 0.069], [0.850, -1.160, 0.054], [0.107, -0.040, -0.062], [-0.174, -1.997, 1.042], [0.197, 0.256, 0.309], [-0.057, 0.132, -0.198], [0.177, -0.141, -0.378], [0.566, 0.895, 0.429], [-0.545, 1.956, 0.601], [0.029, -0.018, -0.397], [-1.295, 0.235, 0.004], [0.691, 0.027, -0.163], [1.105, -1.776, -1.293], [-0.492, -0.052, 0.369], [0.846, -1.512, -1.473], [-0.361, 0.033, 0.154], [-1.790, -0.321, -0.481], [-0.268, -0.173, 0.303], [-1.234, -0.275, 0.235], [0.123, -0.271, 0.778], [0.113, 0.061, -0.180], [0.386, -0.298, -0.036], [0.121, -0.176, -0.087], [0.526, 1.273, -1.584], [0.121, -0.349, 0.121], [-0.919, 1.189, 0.061], [-0.431, -0.447, -0.129], [0.046, 0.673, 0.607], [-0.024, -0.125, -0.032], [0.279, -0.316, -0.006], [0.860, -1.036, -0.015], [-0.123, 0.380, 0.325], [0.048, -0.205, 0.079], [1.137, 0.045, -1.189], [-0.103, 0.325, 0.101], [-0.043, 0.085, 0.215], [0.068, 0.858, -0.178]]}